1.
The following is a quantum chemistry calculation of C25H35N2Re as an isolated structure, from OMol25.

Calculated values
Energy relative to the best compared isomer or geometry (same formula, charge and spin), kJ/mol: 511.1
2S+1: 4
E_tot, eV: -31590.516
F_max, hartree/bohr: 0.120
Gap between HOMO and LUMO (spin up / spin down), eV: 7.1 / 6.7
Net charge: +1
LUMO energy (spin up / spin down), Eh: -0.1072 / -0.1325
E_HOMO (spin up / spin down), eV: -10.06 / -10.35

```
63
C25H35N2Re | OMol25 | the ωB97M-V functional and the def2-TZVPD basis
C 1.19774 -2.24018 0.89510
C 1.65012 -1.45866 -0.22367
C 0.70889 -1.62644 -1.29704
C -0.32023 -2.52098 -0.84627
C -0.03122 -2.88700 0.51617
Re -0.28253 -0.84330 0.39605
C -3.05428 1.15954 -0.99849
C -2.40484 0.71500 0.16116
H -2.08887 1.41583 0.98517
C -2.36980 -0.73106 0.47074
H -2.92975 -1.24824 -0.31338
H -2.72655 -0.93398 1.48237
C -3.15328 2.72450 -1.17474
H -2.55926 3.37511 -0.49848
H -2.92798 3.15049 -2.16432
H -4.21622 2.85641 -0.94484
C -2.72982 0.41145 -2.34603
H -1.81140 -0.21593 -2.46137
H -3.62135 -0.22628 -2.43522
H -2.65286 1.05765 -3.23162
C 2.91216 -0.66211 -0.26188
H 3.02503 -0.05577 0.64657
H 3.78477 -1.32935 -0.32256
H 2.92478 0.01261 -1.12047
C 0.90752 -1.12645 -2.69697
H 1.36680 -0.13396 -2.69396
H 1.57639 -1.80631 -3.24925
H -0.03848 -1.07475 -3.24669
C -1.40022 -3.13999 -1.68418
H -1.52881 -2.59822 -2.62642
H -1.14775 -4.18439 -1.92110
H -2.35856 -3.15410 -1.15375
C -0.80223 -3.85349 1.36532
H -1.83926 -3.93959 1.02504
H -0.34890 -4.85427 1.32982
H -0.81232 -3.53272 2.41364
C 1.92714 -2.44300 2.18588
H 1.22999 -2.54622 3.02511
H 2.53090 -3.36122 2.14297
H 2.60372 -1.60689 2.39475
C 1.49468 2.30239 -1.10703
C 0.13496 2.31248 -1.62417
C 2.67324 2.69576 -1.55716
C 0.11636 2.53403 -3.05758
H -0.93860 2.05967 -1.44023
C 2.53209 2.96419 -3.02225
H 3.45523 2.72878 -0.83516
C 1.30565 2.84728 -3.74044
H -0.86900 2.42438 -3.63377
H 3.46283 3.27402 -3.55117
H 1.25575 3.03019 -4.82571
C 1.70817 2.14502 4.72476
N 0.80756 1.33194 3.93165
C -0.37670 0.76147 4.40114
C -0.92058 0.07782 3.36187
N -0.08944 0.24218 2.25048
C 0.96672 0.98438 2.63484
H 1.16260 2.97787 5.18835
H 2.16581 1.55589 5.53258
H 2.50014 2.54403 4.08207
H -0.72453 0.88550 5.40922
H -1.82343 -0.51011 3.33347
H 1.81133 1.28709 2.02108
```

These are the natural (NBO) partial charges, in e, on atoms 1 to 6: -0.069 -0.083 -0.058 -0.103 -0.040 1.047


2.
The following is a quantum chemistry calculation of C25H35N3O4PtS4 as an isolated structure, from OMol25.

Calculated values
Energy relative to the best compared isomer or geometry (same formula, charge and spin), kJ/mol: 0.0
2S+1: 5
E_tot, eV: -85724.398
F_max, hartree/bohr: 0.005
Gap between HOMO and LUMO (spin up / spin down), eV: 7.5 / 4.8
Net charge: +2
LUMO energy (spin up / spin down), Eh: -0.2013 / -0.3370
E_HOMO (spin up / spin down), eV: -12.97 / -13.98

```
72
C25H35N3O4PtS4 | OMol25 | the ωB97M-V functional and the def2-TZVPD basis
Pt 1.03177 -0.83991 0.48154
C 6.26464 -0.78362 1.05512
N 5.47515 -1.73133 0.27506
C 4.15130 -1.77169 0.22880
N 3.56996 -2.68349 -0.55781
S 3.24807 -0.64902 1.17061
H 6.36119 -1.11150 2.08949
H 5.79337 0.19536 1.03009
H 7.25099 -0.71107 0.60565
H 5.98318 -2.46793 -0.19111
H 4.12091 -3.36781 -1.05227
H 2.58128 -2.86243 -0.46198
O -1.96497 0.36662 -2.18057
S -2.28261 -0.31419 -0.95547
O -2.84804 0.45787 0.11065
N -0.91913 -1.11097 -0.39429
C -1.07659 -2.41455 -0.36921
S 0.21191 -3.28731 0.30831
C -2.37139 -2.89044 -0.87563
C -2.84025 -4.18612 -0.99579
C -4.12388 -4.36875 -1.49817
C -4.91160 -3.28275 -1.86428
C -4.44348 -1.97569 -1.74180
C -3.17037 -1.81483 -1.24564
H -2.22354 -5.02785 -0.70934
H -4.51761 -5.36989 -1.60587
H -5.90731 -3.45399 -2.24991
H -5.05736 -1.13133 -2.02367
O 0.38071 0.14112 2.31525
S -0.12483 -0.28911 3.69765
C -1.11701 -1.79460 3.44688
C -0.35880 -2.97129 4.06523
C 1.12731 -2.62834 3.99575
C 1.22503 -1.19284 4.49046
H -1.18414 -1.86399 2.36065
H -2.11339 -1.63145 3.85181
H -0.59838 -3.89433 3.53861
H -0.65786 -3.09890 5.10682
H 1.49021 -2.68747 2.96826
H 1.73257 -3.29733 4.60603
H 2.14253 -0.66164 4.23941
H 1.05312 -1.11692 5.56616
C 2.67530 2.07004 -2.09437
C 1.48032 1.84670 -3.02189
C 1.21714 0.33009 -3.23346
C 0.20568 2.46571 -2.57242
C -0.65304 3.06859 -3.54802
C -1.79611 3.76744 -3.20872
C -2.14758 3.88435 -1.87283
C -1.38045 3.28727 -0.82907
C -1.68480 3.46893 0.60349
C -0.61537 4.41695 1.21136
C -3.09489 3.95939 0.90224
C -0.23887 2.44465 -1.18638
O 0.28802 1.73114 -0.32396
H 3.56863 1.68623 -2.58672
H 2.55250 1.55355 -1.14421
H 2.83542 3.13014 -1.89592
H 1.71356 2.27756 -3.99931
H 1.04259 -0.14262 -2.26388
H 2.10199 -0.10095 -3.70103
H 0.35697 0.14343 -3.87425
H -0.37772 2.96437 -4.59157
H -2.41020 4.21459 -3.97722
H -3.04423 4.42762 -1.60386
H -1.52125 2.48597 1.05805
H -0.68077 5.41138 0.76854
H 0.39059 4.02422 1.07505
H -0.81142 4.50697 2.27850
H -3.26202 4.97592 0.54070
H -3.24190 3.97891 1.98093
H -3.85075 3.29718 0.47872
```

These are the natural (NBO) partial charges, in e, on atoms 1 to 6: 0.918 -0.422 -0.543 0.351 -0.775 -0.184